No. 1
104
Properties=species:S:1:pos:R:3 method="wB97M-V/def2-TZVPD" relative_energy_kcal_mol=14.2 orbital_gap_ev=5.689 total_charge=-2 spin_multiplicity=1 homo_energy_ev=-1.83
Sn -0.394 0.050 -0.692
O 2.993 -3.294 -0.784
C 3.355 -3.313 0.505
C 3.906 -4.495 1.008
C 4.271 -4.588 2.337
C 4.109 -3.499 3.191
C 3.583 -2.320 2.689
C 3.199 -2.197 1.353
C 2.581 -0.924 0.830
O 2.065 -0.943 -0.328
N 2.621 0.118 1.639
N 1.919 1.134 1.092
C 1.942 2.245 1.717
C 1.196 3.406 1.212
C 1.398 4.660 1.798
C 0.726 5.760 1.297
C -0.133 5.591 0.221
C -0.285 4.306 -0.288
N 0.340 3.240 0.193
H 2.533 -2.416 -0.909
H 4.022 -5.334 0.331
H 4.669 -5.524 2.716
H 4.380 -3.579 4.237
H 3.452 -1.452 3.320
H 2.531 2.356 2.630
H 2.084 4.757 2.630
H 0.874 6.739 1.737
H -0.664 6.425 -0.219
H -0.941 4.123 -1.137
C -3.648 -2.104 8.219
O -3.881 -2.633 6.937
C -2.955 -3.514 6.449
C -3.220 -4.033 5.182
C -2.325 -4.893 4.581
C -1.139 -5.272 5.229
C -0.922 -4.798 6.510
C -1.810 -3.909 7.122
N -0.249 -6.248 4.689
N 0.110 -6.213 3.476
C -0.024 -5.115 2.636
C -0.266 -5.439 1.297
C -0.721 -4.526 0.372
C -0.983 -3.172 0.732
O -1.534 -2.348 -0.035
C -0.501 -2.766 2.075
N -0.531 -1.443 2.344
C 0.013 -1.008 3.459
C 0.653 -1.862 4.369
C 0.648 -3.209 4.127
C 0.011 -3.717 2.979
H -4.491 -1.453 8.439
H -2.723 -1.520 8.253
H -3.593 -2.891 8.979
H -4.136 -3.737 4.681
H -2.529 -5.277 3.589
H -0.023 -5.106 7.033
H -1.583 -3.534 8.111
H -0.159 -6.485 1.027
H -0.934 -4.814 -0.650
H -0.023 0.065 3.629
H 1.153 -1.452 5.237
H 1.155 -3.887 4.800
S -0.734 -0.967 -3.049
C -1.058 0.364 -4.155
C -1.443 0.045 -5.466
C -1.740 1.017 -6.406
C -1.648 2.359 -6.051
C -1.260 2.695 -4.764
C -0.963 1.725 -3.791
S -0.498 2.261 -2.181
H -1.503 -1.005 -5.732
H -2.045 0.730 -7.406
H -1.872 3.138 -6.771
H -1.176 3.737 -4.475
C -4.684 -2.241 -3.826
C -5.312 -2.271 -2.453
C -4.569 -2.642 -1.337
C -5.118 -2.605 -0.063
C -6.411 -2.136 0.130
N -6.957 -1.941 1.432
C -6.368 -1.485 2.597
O -6.898 -1.698 3.677
N -5.176 -0.798 2.500
C -4.737 0.010 1.423
C -5.606 0.840 0.732
C -5.145 1.521 -0.383
C -3.825 1.345 -0.772
N -2.989 0.580 -0.076
C -3.414 -0.052 1.011
C -7.185 -1.825 -0.981
C -6.641 -1.905 -2.256
H -3.617 -2.458 -3.771
H -4.793 -1.253 -4.278
H -5.155 -2.967 -4.495
H -3.527 -2.930 -1.448
H -4.512 -2.893 0.788
H -7.914 -2.210 1.576
H -4.611 -0.831 3.333
H -6.638 0.925 1.050
H -5.807 2.159 -0.954
H -3.413 1.816 -1.660
H -2.681 -0.685 1.513
H -8.205 -1.480 -0.842
H -7.252 -1.632 -3.111

No. 2
102
Properties=species:S:1:pos:R:3 method="wB97M-V/def2-TZVPD" relative_energy_kcal_mol=67.7 orbital_gap_ev="5.203 / 5.202" total_charge=0 spin_multiplicity=1 homo_energy_ev="-6.05 / -6.05"
Ir 0.799 1.219 1.932
S 5.577 -3.340 -0.568
Sb 3.769 -3.264 0.749
S 0.987 -0.980 0.860
S 2.984 -1.020 0.339
I -1.155 2.250 3.396
C -0.007 3.111 4.949
C -0.350 4.392 5.250
C 0.073 4.984 6.462
C 0.731 4.226 7.375
C 1.098 2.886 7.080
C 1.733 2.105 8.071
C 2.148 0.838 7.800
C 2.015 0.337 6.491
C 1.394 1.040 5.491
P 1.555 0.246 3.816
C 3.340 -0.118 3.738
C 3.978 -1.252 4.238
C 5.341 -1.440 4.032
C 6.082 -0.490 3.342
C 5.457 0.650 2.854
C 4.092 0.828 3.044
C 0.665 -1.322 4.189
C -0.590 -1.226 4.794
C -1.378 -2.353 4.987
C -0.913 -3.605 4.603
C 0.339 -3.716 4.020
C 1.112 -2.580 3.804
C 0.819 2.319 5.797
H -0.969 4.960 4.567
H -0.175 6.018 6.672
H 0.995 4.634 8.346
H 1.867 2.536 9.059
H 2.597 0.226 8.572
H 2.416 -0.645 6.269
H 3.422 -2.000 4.790
H 5.823 -2.336 4.410
H 7.144 -0.641 3.181
H 6.024 1.390 2.303
H 3.589 1.689 2.612
H -0.957 -0.259 5.115
H -2.358 -2.249 5.442
H -1.524 -4.489 4.755
H 0.721 -4.688 3.724
H 2.070 -2.683 3.320
C 0.307 0.414 -4.092
C -0.612 -0.540 -4.874
As -1.507 0.208 -6.494
C -3.087 -0.931 -6.331
C -3.797 -1.097 -5.139
C -4.870 -1.975 -5.073
C -5.242 -2.709 -6.195
C -4.538 -2.558 -7.382
C -3.469 -1.670 -7.447
C -2.163 1.886 -5.724
C -3.484 2.128 -5.350
C -3.848 3.350 -4.794
C -2.898 4.346 -4.604
C -1.587 4.132 -5.013
C -1.231 2.919 -5.587
P 0.377 -0.095 -2.364
C -1.291 0.053 -1.728
C -1.822 -0.815 -0.776
C -3.098 -0.597 -0.280
C -3.850 0.479 -0.735
C -3.321 1.347 -1.684
C -2.044 1.140 -2.179
C 1.069 -1.740 -2.492
C 0.343 -2.913 -2.274
C 0.976 -4.138 -2.392
C 2.322 -4.201 -2.750
C 3.024 -3.039 -3.029
C 2.401 -1.803 -2.895
H -0.036 1.443 -4.118
H 1.329 0.400 -4.468
H -1.405 -0.918 -4.230
H -0.047 -1.409 -5.209
H -3.522 -0.536 -4.251
H -5.414 -2.088 -4.142
H -6.073 -3.402 -6.139
H -4.817 -3.134 -8.257
H -2.923 -1.550 -8.375
H -4.238 1.366 -5.498
H -4.881 3.523 -4.508
H -3.181 5.291 -4.156
H -0.843 4.911 -4.888
H -0.217 2.777 -5.944
H -1.234 -1.637 -0.393
H -3.495 -1.262 0.480
H -4.843 0.654 -0.334
H -3.895 2.197 -2.035
H -1.637 1.847 -2.896
H -0.703 -2.871 -1.997
H 0.421 -5.048 -2.193
H 2.820 -5.162 -2.817
H 4.062 -3.089 -3.328
H 2.959 -0.891 -3.078
O 1.362 3.339 -1.585
S 1.269 2.281 -0.631
O 2.379 2.132 0.280
O -0.028 2.118 0.051
O 1.392 0.951 -1.736